97
Properties=species:S:1:pos:R:3 method="wB97M-V/def2-TZVPD" max_force_ha_per_bohr=0.0211 relative_energy_kj_mol=616.0 homo_ha=-0.166 lumo_ev=2.312 charge=-1 orbital_gap_ev=6.8178
Pb 0.738 1.636 -0.484
C -2.360 2.195 -4.856
C -1.153 2.142 -4.140
N -1.002 2.635 -2.940
C -2.059 3.208 -2.326
C -3.329 3.310 -2.959
C -3.440 2.785 -4.263
C -4.417 3.861 -2.254
C -4.255 4.223 -0.948
C -3.006 4.146 -0.318
C -1.883 3.694 -0.986
N -0.608 3.639 -0.448
C -0.056 4.740 0.103
C -0.709 5.976 0.245
C -0.103 7.068 0.858
C 1.181 7.007 1.341
C 1.929 5.837 1.126
C 3.283 5.727 1.511
C 3.998 4.611 1.180
C 3.357 3.602 0.452
N 2.085 3.645 0.134
C 1.338 4.716 0.473
H -2.422 1.771 -5.848
H -0.276 1.671 -4.574
H -4.395 2.835 -4.772
H -5.380 3.941 -2.743
H -5.105 4.579 -0.381
H -2.922 4.409 0.728
H -1.713 6.083 -0.135
H -0.670 7.986 0.963
H 1.635 7.848 1.848
H 3.743 6.544 2.054
H 5.035 4.499 1.463
H 3.906 2.726 0.126
C 1.995 -5.475 1.445
C 3.183 -4.603 1.159
C 4.457 -5.142 1.227
C 5.599 -4.400 0.956
C 5.451 -3.081 0.566
C 4.192 -2.514 0.485
C 3.022 -3.237 0.804
N 1.762 -2.715 0.660
C 1.441 -1.413 0.710
N 2.256 -0.600 1.492
C 1.989 0.577 2.219
C 1.070 1.556 1.811
C 0.819 2.604 2.693
C 1.515 2.762 3.880
C 2.523 1.864 4.190
C 2.759 0.759 3.386
C 3.848 -0.213 3.772
N 0.393 -0.894 0.122
C -0.543 -1.683 -0.653
C -0.175 -1.708 -2.101
C -0.867 -2.450 -2.953
C -1.973 -3.347 -2.531
C -3.227 -3.133 -0.697
C -2.431 -2.267 0.267
C -2.948 -2.065 1.667
H 2.307 -6.507 1.601
H 1.287 -5.445 0.619
H 1.462 -5.134 2.335
H 4.558 -6.189 1.493
H 6.579 -4.854 1.031
H 6.324 -2.490 0.313
H 4.094 -1.494 0.133
H 0.506 -3.392 0.898
H 2.957 -1.167 1.942
H 0.071 3.344 2.426
H 1.306 3.599 4.537
H 3.133 2.020 5.073
H 4.396 0.165 4.634
H 4.566 -0.355 2.960
H 3.436 -1.190 4.040
H 0.660 -1.091 -2.409
H -0.619 -2.460 -4.008
H -2.080 -4.129 -3.282
H -4.082 -3.638 -0.255
H -3.973 -1.696 1.648
H -2.311 -1.337 2.168
H -2.907 -3.014 2.204
O -0.440 -3.778 0.865
C -1.126 -3.061 -0.061
N -1.905 -1.093 -0.420
S -2.863 -0.240 -1.440
O -3.586 -1.411 -2.503
O -3.983 0.132 -0.595
C -3.386 -2.742 -2.178
C -4.393 -3.729 -2.709
C -4.296 -5.052 -2.489
C -3.286 -5.830 -1.743
C -2.198 -5.377 -1.094
C -1.949 -3.915 -1.085
H -5.222 -3.320 -3.273
H -5.085 -5.667 -2.908
H -3.481 -6.896 -1.726
H -1.544 -6.045 -0.548



115
Properties=species:S:1:pos:R:3 method="wB97M-V/def2-TZVPD" max_force_ha_per_bohr=0.2015 homo_ha=-0.472 lumo_ev=-6.233 charge=+1 orbital_gap_ev=6.6146
C 6.804 4.995 0.764
O 6.438 3.612 0.419
B 4.982 3.443 0.611
O 4.358 4.322 1.663
N 4.071 2.468 -0.084
C 3.366 1.203 0.285
N 3.440 0.565 1.482
C 2.566 -0.703 1.606
C 2.510 -1.308 3.129
O 2.118 -0.660 4.230
I 3.120 -3.421 3.369
O 4.154 0.868 2.567
C 5.547 0.397 2.489
C 5.927 -0.807 3.544
C 6.528 -2.062 2.636
O 7.076 -0.362 4.402
N 2.511 0.653 -0.846
C 2.793 1.709 -1.894
S 1.873 1.425 -3.498
C 0.527 0.128 -3.110
O 1.069 2.693 -3.979
O 2.786 0.934 -4.682
N 3.744 2.785 -1.423
S 4.283 4.155 -2.383
O 3.750 5.532 -1.825
O 3.783 4.110 -3.870
F 6.025 4.252 -2.509
H 7.878 5.277 0.352
H 6.054 5.744 0.228
H 6.798 5.221 1.928
H 3.580 4.743 1.190
H 1.440 -0.455 1.303
H 3.000 -1.528 0.875
H 6.235 1.324 2.792
H 5.835 0.139 1.382
H 5.056 -1.123 4.259
H 7.122 -2.826 3.317
H 7.314 -1.560 1.892
H 5.716 -2.574 1.960
H 7.883 -0.271 3.804
H -0.089 -0.164 -4.090
H -0.171 0.623 -2.283
H 0.968 -0.850 -2.623
C -2.704 -3.097 2.429
C -4.066 -2.392 2.519
C -4.858 -2.350 1.217
F -4.208 -1.678 0.240
F -6.043 -1.709 1.397
F -3.890 -1.145 3.033
F -4.811 -3.072 3.448
O -1.566 -2.248 2.257
C -1.287 -1.866 0.911
C -1.423 -0.355 0.682
F -2.673 0.086 0.979
F -1.199 -0.035 -0.621
F -2.055 -2.599 0.070
F -0.004 -2.252 0.676
H -2.538 -3.576 3.402
H -2.709 -3.928 1.714
H -5.081 -3.359 0.855
H -0.714 0.202 1.300
C -1.516 5.250 -7.648
C -1.063 6.692 -7.921
C -0.093 6.853 -9.085
F 1.064 6.180 -8.891
F 0.249 8.159 -9.248
F -0.557 7.224 -6.777
F -2.189 7.422 -8.201
O -0.817 4.555 -6.611
C 0.404 3.935 -7.007
C 1.631 4.536 -6.307
F 1.749 5.865 -6.557
F 2.779 3.955 -6.746
F 0.502 3.963 -8.358
F 0.280 2.624 -6.670
H -2.548 5.313 -7.280
H -1.591 4.652 -8.564
H -0.540 6.510 -10.024
H 1.569 4.401 -5.224
C -7.883 3.441 2.921
C -8.997 3.258 1.880
C -10.327 2.765 2.439
F -10.223 1.549 3.022
F -11.246 2.634 1.446
F -8.548 2.448 0.884
F -9.207 4.480 1.295
O -6.950 2.363 3.042
C -7.360 1.294 3.892
C -7.541 -0.030 3.137
F -8.465 0.080 2.148
F -7.980 -1.013 3.969
F -8.468 1.667 4.577
F -6.375 1.161 4.821
H -7.273 4.286 2.577
H -8.268 3.762 3.896
H -10.733 3.468 3.174
H -6.600 -0.356 2.685
C -0.134 -8.679 2.160
C 0.319 -7.237 1.887
C 1.289 -7.075 0.723
F 2.446 -7.748 0.917
F 1.631 -5.770 0.560
F 0.825 -6.704 3.031
F -0.807 -6.507 1.607
O 0.565 -9.373 3.197
C 1.787 -9.994 2.801
C 3.013 -9.393 3.501
F 3.132 -8.064 3.251
F 4.162 -9.974 3.062
F 1.884 -9.965 1.450
F 1.663 -11.305 3.138
H -1.166 -8.615 2.528
H -0.208 -9.277 1.244
H 0.843 -7.418 -0.216
H 2.951 -9.528 4.584



30
Properties=species:S:1:pos:R:3 method="wB97M-V/def2-TZVPD" max_force_ha_per_bohr=0.0384 relative_energy_kj_mol=64.1 smiles=Cc1c[nH]c2ccccc12.CCC homo_ha=-0.291 lumo_ev=0.889 orbital_gap_ev=8.7993
C -0.780 2.333 2.403
C -0.381 1.596 1.160
C 0.349 2.108 0.143
N 0.159 1.349 -1.007
C -0.706 0.332 -0.725
C -1.085 -0.793 -1.464
C -2.051 -1.585 -0.845
C -2.525 -1.415 0.448
C -2.058 -0.354 1.209
C -1.097 0.449 0.631
H -1.761 2.775 2.193
H -0.166 3.204 2.562
H -0.782 1.749 3.321
H 0.925 3.018 0.121
H 0.413 1.686 -1.917
H -0.946 -0.997 -2.504
H -2.537 -2.325 -1.476
H -3.230 -2.121 0.861
H -2.388 -0.322 2.230
C 2.682 -1.143 0.622
C 2.484 -1.766 -0.773
C 3.106 -0.852 -1.840
H 3.682 -1.324 1.026
H 2.552 -0.060 0.634
H 1.945 -1.538 1.327
H 1.410 -1.817 -0.927
H 3.044 -2.682 -0.721
H 4.169 -0.820 -1.679
H 2.696 0.158 -1.735
H 2.835 -1.131 -2.861



12
Properties=species:S:1:pos:R:3 method="wB97M-V/def2-TZVPD" max_force_ha_per_bohr=0.1058 relative_energy_kj_mol=390.0 homo_ha=-0.364 lumo_ev=0.950 orbital_gap_ev=10.8471
H -1.432 -0.803 -1.815
N -0.922 -0.158 -1.181
N -0.074 -0.419 -0.441
O 0.340 -1.825 -0.366
C 1.370 -2.031 0.679
H 2.167 -1.492 0.289
H 1.665 -3.188 0.825
H 1.193 -1.611 1.634
O -1.961 3.449 1.168
N -1.632 2.798 0.260
O -0.346 2.890 -0.111
H -0.367 2.392 -0.941